{
  "formula": "C7H10N",
  "method": "ωB97M-V with the def2-TZVPD basis set",
  "energy_ha": -326.93656,
  "homo_ev": -15.4,
  "multiplicity": 1,
  "relative_energy_kcal_mol": 165.95,
  "charge": 1,
  "homo_lumo_gap_ev": 9.78,
  "elements": ["C", "C", "C", "C", "C", "C", "C", "N", "H", "H", "H", "H", "H", "H", "H", "H", "H", "H"],
  "positions_angstrom": [[0.0133, 2.2209, 0.0579], [0.0797, 3.3973, -0.3347], [0.1369, 1.5646, 1.3876], [-1.4198, 0.0976, -0.2759], [-0.0631, -0.5933, -0.3526], [0.4106, -1.5708, 0.7120], [0.6575, -0.7661, -1.6454], [-0.2568, 0.8284, 0.2250], [0.9975, 1.0500, 1.7735], [-0.7418, 1.8222, 2.1592], [-1.9680, 0.3438, -1.1102], [-2.0769, -0.4310, 0.4595], [0.1299, -1.3387, 1.6808], [1.4709, -1.6679, 0.7946], [-0.0165, -2.4766, 0.3985], [1.8172, -0.7792, -1.5368], [0.3980, 0.0486, -2.4072], [0.4315, -1.7498, -1.9858]],
  "forces_ev_per_a": [[0.9624, -4.4496, 1.3073], [0.2357, 3.7988, -1.4820], [-3.1085, -0.1778, 2.8052], [0.7646, -3.7251, 3.2690], [0.8603, 0.8032, 0.0796], [-0.1695, 1.1261, -1.4053], [1.9716, 2.1874, -0.8166], [-1.6129, 0.6288, -1.7141], [0.8733, 0.9294, 0.2975], [2.2030, -0.6113, -1.7697], [-0.4750, 1.3052, -2.0131], [0.6022, 1.1314, -0.1396], [-1.2406, 0.4636, 1.8970], [0.8310, 0.0046, -0.6521], [-0.4422, -1.5956, -0.0547], [-2.0275, 0.2366, 0.1077], [0.2368, -1.3884, 0.9235], [-0.4648, -0.6673, -0.6399]]
}